[1]
Formula: C3H8NO
Source: the Open Molecules 2025 dataset
Level of theory: ωB97M-V with the def2-TZVPD basis set

```
13
Properties=species:S:1:pos:R:3:forces:R:3:nbo_charge:R:1
C -2.3743 0.3213 0.0307 0.438 -0.294 -0.282 -0.237
O -1.8103 -0.8502 0.5444 -0.165 -0.213 -0.217 -0.806
H -3.4502 0.1751 -0.1046 -0.129 0.224 0.213 0.139
H -2.1548 1.1728 0.6848 -0.302 0.189 0.027 0.139
H -1.9677 0.5716 -0.9631 0.034 -0.032 0.112 0.151
C 2.4916 0.1905 0.6839 -0.028 -0.481 0.587 -0.637
C 1.5420 0.0770 -0.2673 0.102 0.385 -0.321 0.049
N 0.6534 -0.9278 -0.4840 0.191 -0.619 -0.064 -1.049
H 2.6227 -0.6063 1.4145 0.065 0.015 -0.079 0.168
H 3.1803 1.0227 0.7271 -0.194 0.264 0.019 0.164
H 1.4894 0.9766 -0.9062 0.154 -0.035 -0.449 0.094
H 0.6679 -1.1620 -1.4796 -0.395 0.414 0.144 0.313
H -0.8899 -0.9615 0.1194 0.229 0.183 0.311 0.512
```
Forces are in eV/Å.

The highest occupied orbital energy is -2.3 eV. The calculation puts the relative energy (zero: lowest compared OMol25 entry of this formula, charge and spin) at 71.76 kJ/mol. As for the net charge: -1. As for the LUMO energy: 4.4 eV.

***

[2]
Formula: C3H8NO
Source: the Open Molecules 2025 dataset
Level of theory: ωB97M-V with the def2-TZVPD basis set

```
13
Properties=species:S:1:pos:R:3:forces:R:3:nbo_charge:R:1
C 0.2660 -0.2181 0.3410 1.382 -0.549 -0.652 -0.062
C -0.9211 -0.0210 -0.4809 -4.029 -1.366 2.706 0.247
C 1.7455 -0.4763 -0.0427 -1.808 4.201 0.556 -0.597
N -0.2472 1.1312 0.0814 -2.239 1.478 0.793 -0.546
O -2.6076 -0.2995 0.2443 5.095 -0.597 -1.830 -0.686
H -0.0807 -0.6372 1.2446 0.085 0.251 1.558 0.268
H -1.0452 -0.1835 -1.4891 -0.135 0.164 -2.146 0.238
H 1.7814 -0.6733 -1.0551 0.557 -0.534 -2.118 0.234
H 2.0373 -1.2435 0.5385 1.352 -2.759 1.664 0.246
H 2.3775 0.4506 0.2206 -1.049 -1.428 -0.410 0.248
H -0.7434 1.6482 0.8036 -0.274 -0.350 0.382 0.465
H 0.0820 1.8256 -0.5662 1.047 -0.125 -0.633 0.459
H -2.6445 -1.3033 0.1601 0.017 1.612 0.131 0.486
```
Forces are in eV/Å.

The highest occupied orbital energy is -15.9 eV. The calculation puts the relative energy (zero: lowest compared OMol25 entry of this formula, charge and spin) at 335.60 kJ/mol. As for the net charge: +1. As for the LUMO energy: -4.3 eV.

***

[3]
Formula: C3H8NO
Source: the Open Molecules 2025 dataset
Level of theory: ωB97M-V with the def2-TZVPD basis set

```
13
Properties=species:S:1:pos:R:3:forces:R:3:nbo_charge:R:1
C 1.8985 0.1762 -0.1044 -2.139 -2.921 -1.253 0.463
C -1.3360 0.8358 -0.0454 2.311 -1.603 -2.279 -0.397
C 0.5629 -0.9349 -0.3413 0.918 3.185 -0.500 -0.342
N -0.5450 -0.4023 0.5240 -1.711 1.586 1.336 -0.528
O 1.8056 0.9473 0.7630 -0.334 1.336 1.449 -0.467
H 2.7676 0.0631 -0.7438 0.205 -0.221 -0.431 0.171
H -0.5907 1.4040 -0.6047 -0.269 0.122 0.118 0.233
H -2.0689 0.4372 -0.7291 -0.148 -0.108 -0.246 0.227
H -1.8091 1.4417 0.6501 -0.544 0.694 1.866 0.246
H 0.1030 -0.8489 -1.3585 0.948 -0.366 0.616 0.238
H 0.8566 -1.9366 -0.0780 -0.095 -0.301 0.174 0.254
H -0.3470 -0.0969 1.5203 0.583 -0.915 -1.350 0.463
H -1.2974 -1.0857 0.5477 0.276 -0.488 0.501 0.440
```
Forces are in eV/Å.

The highest occupied orbital energy is -15.0 eV. The calculation puts the relative energy (zero: lowest compared OMol25 entry of this formula, charge and spin) at 105.16 kJ/mol. As for the net charge: +1. As for the LUMO energy: -3.5 eV.

***

[4]
Formula: C3H8NO
Source: the Open Molecules 2025 dataset
Level of theory: ωB97M-V with the def2-TZVPD basis set

```
13
Properties=species:S:1:pos:R:3:forces:R:3:nbo_charge:R:1
C 2.3657 0.1901 0.4673 -0.525 1.134 -0.664 0.173
N 2.4835 -0.7384 -0.3849 0.379 -1.118 0.307 -0.566
H 1.5794 0.9069 0.2628 0.000 0.076 0.067 0.248
H 3.0207 0.3893 1.3060 0.125 -0.741 0.092 0.239
H 3.0916 -1.5458 -0.2297 0.193 0.442 -0.147 0.441
H 1.8668 -0.8200 -1.1957 -0.194 0.204 0.416 0.459
O -0.3362 -0.3211 -0.1134 0.088 -0.222 0.198 -0.636
C -1.5326 -0.4327 0.0806 0.370 0.289 -0.848 0.485
C -2.4559 0.7103 -0.1052 -0.638 0.498 0.063 -0.740
H -1.9412 -1.4216 0.3227 -0.137 -0.013 0.262 0.140
H -2.7176 1.1311 0.8723 -0.027 -0.126 0.018 0.262
H -3.3973 0.4366 -0.5844 0.029 -0.302 0.158 0.254
H -2.0269 1.5153 -0.6985 0.338 -0.120 0.076 0.242
```
Forces are in eV/Å.

The highest occupied orbital energy is -14.0 eV. The calculation puts the relative energy (zero: lowest compared OMol25 entry of this formula, charge and spin) at 62.61 kJ/mol. As for the net charge: +1. As for the LUMO energy: -5.2 eV.